Entry from the Open Molecules 2025 dataset: a molecular structure, C2H2FI3 at a distorted geometry (the ωB97M-V functional and the def2-TZVPD basis).

The value obtained for the total energy is -29124.76275 eV. Its gap between HOMO and LUMO is 8.615 eV. The value obtained for the LUMO energy is -0.73 eV. The total charge is 0. Its multiplicity is 1. The calculation puts the HOMO energy at -0.3436 Eh.

Positions of all 8 atoms, in Å:
I: 0.939 0.699 -2.261
I: -0.885 -2.211 -0.717
I: -0.968 -0.280 2.408
F: -1.221 1.120 -0.232
C: -0.118 0.576 0.476
C: 0.454 -0.474 -0.453
H: 0.520 1.469 0.794
H: 1.279 -0.899 -0.015

natural (NBO) population analysis, charges in e, atoms 1 to 5:
1. I 0.170
2. I 0.164
3. I 0.054
4. F -0.383
5. C 0.056

Entry from the Open Molecules 2025 dataset: a single C2H3FN4S molecule at a distorted geometry (the ωB97M-V functional and the def2-TZVPD basis).

The value obtained for the total energy is -21631.54462 eV. Its gap between HOMO and LUMO is 8.910 eV. The value obtained for the LUMO energy is -0.23 eV. The total charge is 0. As for the SMILES: [H]/N=c1/c(F)n[nH]n1S. Its multiplicity is 1. The calculation puts the HOMO energy at -0.3360 Eh.

Positions of all 11 atoms, in Å:
S: 2.416 -0.114 -0.083
F: -3.029 0.095 0.023
N: -0.334 2.071 -0.166
N: -0.040 -1.495 -0.429
N: -1.357 -1.374 0.017
N: 0.550 -0.209 -0.004
C: -0.403 0.814 -0.287
C: -1.642 -0.130 -0.021
H: 0.534 2.526 -0.199
H: 2.723 0.029 1.181
H: 0.584 -2.214 -0.033

natural (NBO) population analysis, charges in e, atoms 1 to 5:
1. S 0.172
2. F -0.306
3. N -0.658
4. N -0.277
5. N -0.245

Entry from the Open Molecules 2025 dataset: a molecular structure, CH4N2OSn at a distorted geometry (the ωB97M-V functional and the def2-TZVPD basis).

The value obtained for the total energy is -11938.60802 eV. Its gap between HOMO and LUMO is 2.236 eV. The value obtained for the LUMO energy is -13.14 eV. The total charge is +2. Its multiplicity is 1. The calculation puts the HOMO energy at -0.5651 Eh.

Positions of all 9 atoms, in Å:
Sn: -0.177 -0.294 -6.739
O: 0.646 -0.650 -0.583
N: -1.059 -0.089 0.722
N: 0.988 0.395 1.346
C: 0.238 -0.167 0.441
H: -1.396 -0.105 1.674
H: 0.435 0.962 1.973
H: -1.660 -0.437 -0.011
H: 1.984 0.386 1.177

natural (NBO) population analysis, charges in e, atoms 1 to 5:
1. Sn 1.637
2. O -0.502
3. N -0.770
4. N -0.782
5. C 0.742

Entry from the Open Molecules 2025 dataset: 2 unconnected molecules or ions with the total composition C5H10O at a distorted geometry (the ωB97M-V functional and the def2-TZVPD basis).

The value obtained for the total energy is -7392.01053 eV. Its gap between HOMO and LUMO is 10.237 eV. The value obtained for the LUMO energy is 0.92 eV. The total charge is 0. As for the SMILES: C=CCC=C.O. Its multiplicity is 1. The calculation puts the HOMO energy at -0.3422 Eh.

Positions of all 16 atoms, in Å:
O: 2.961 -1.650 -0.923
C: -1.538 -0.804 0.380
C: -0.130 1.316 0.136
C: -1.411 0.682 0.726
C: -1.447 -1.342 -0.883
C: 0.647 2.282 0.723
H: 3.011 -2.316 -0.219
H: -1.191 -0.787 -1.763
H: -1.719 -2.391 -1.020
H: 1.340 2.917 0.115
H: 0.182 0.708 -0.629
H: 0.615 2.544 1.831
H: -1.880 -1.447 1.182
H: -2.336 1.138 0.219
H: -1.435 0.724 1.825
H: 2.994 -0.701 -0.649

natural (NBO) population analysis, charges in e, atoms 1 to 5:
1. O -0.970
2. C -0.166
3. C -0.162
4. C -0.496
5. C -0.411

Entry from the Open Molecules 2025 dataset: a gas-phase ion, C5H13N2O (charge -1) at a distorted geometry (the ωB97M-V functional and the def2-TZVPD basis).

The value obtained for the total energy is -10422.79441 eV. Its gap between HOMO and LUMO is 6.485 eV. The value obtained for the LUMO energy is 4.08 eV. The total charge is -1. As for the SMILES: CN[C@@H](C[O-])CCN. Its multiplicity is 1. The calculation puts the HOMO energy at -0.0884 Eh.

Positions of all 21 atoms, in Å:
O: -0.751 -1.881 -1.915
N: -0.734 0.655 -0.428
N: 0.752 2.036 1.778
C: 1.330 -0.163 0.676
C: 0.333 -1.460 -1.264
C: 0.034 -0.527 -0.043
C: -2.148 0.409 -0.676
C: 1.168 0.633 1.960
H: 2.004 0.555 2.636
H: 1.879 -1.080 0.881
H: -0.530 -1.163 0.634
H: 1.448 2.465 1.175
H: 0.998 -2.245 -0.769
H: 1.038 -0.887 -1.944
H: -0.260 1.121 -1.183
H: -2.738 0.685 0.212
H: 1.981 0.431 0.003
H: 0.361 0.204 2.561
H: -0.062 1.955 1.162
H: -2.542 1.191 -1.339
H: -2.297 -0.589 -1.074

natural (NBO) population analysis, charges in e, atoms 1 to 5:
1. O -0.950
2. N -0.679
3. N -0.856
4. C -0.422
5. C 0.006

Entry from the Open Molecules 2025 dataset: a molecular structure, C13H16BBr18N2O4 at a distorted geometry (the ωB97M-V functional and the def2-TZVPD basis).

The value obtained for the total energy is -1286343.27964 eV. Its gap between HOMO and LUMO is 6.033 eV. The value obtained for the LUMO energy is 1.08 eV. The total charge is -1. Its multiplicity is 1. The calculation puts the HOMO energy at -0.1820 Eh.

Positions of all 54 atoms, in Å:
Br: -7.248 -5.210 -0.094
Br: -2.249 3.763 -1.972
Br: 8.385 7.628 -2.881
Br: -1.285 -0.799 4.753
Br: 8.112 4.482 -2.280
Br: 5.275 1.114 -2.060
Br: 2.801 -2.556 6.442
Br: -3.648 1.171 5.687
Br: 0.057 -2.901 8.081
Br: 5.664 6.082 -3.618
Br: -0.682 1.543 6.871
Br: 5.978 2.227 -4.992
Br: -1.226 5.268 0.675
Br: 6.860 -0.747 -4.147
Br: -3.074 6.826 -1.445
Br: -5.268 -3.494 -1.968
Br: 2.062 -0.492 8.793
Br: -8.304 -4.040 -2.899
O: 1.179 -2.860 -0.891
O: -0.980 -3.705 -0.763
O: 0.205 -2.024 -3.043
O: 2.122 -1.131 -3.259
N: -1.489 0.766 1.699
N: 1.427 -2.040 -3.628
C: -1.113 -2.239 -0.799
C: 0.299 -1.934 -1.581
C: -1.719 5.459 -1.192
C: -1.311 1.010 -0.807
C: -1.998 0.286 6.196
C: -7.105 -3.773 -1.393
C: -2.449 -2.109 -1.728
C: 7.593 5.947 -3.442
C: -3.509 -1.865 -2.475
C: 5.545 0.663 -3.927
C: 1.374 -1.651 7.397
C: -1.416 0.116 0.524
C: -1.401 -1.492 0.596
B: 0.391 -3.972 -0.250
H: 0.872 -5.040 -0.496
H: -2.438 -1.857 0.969
H: -0.659 -1.784 1.446
H: 0.251 -3.731 0.923
H: -0.828 5.790 -1.725
H: -2.240 -0.393 7.015
H: -1.658 2.089 -0.533
H: -7.424 -2.858 -0.891
H: -1.884 0.598 -1.712
H: -4.164 -1.392 -3.301
H: -0.207 1.139 -1.156
H: 7.988 5.724 -4.433
H: 0.599 -0.921 -1.133
H: 4.596 0.275 -4.301
H: -1.524 0.056 2.472
H: 0.863 -1.012 6.676

natural (NBO) population analysis, charges in e, atoms 1 to 5:
1. Br 0.050
2. Br 0.118
3. Br 0.077
4. Br 0.109
5. Br 0.099